A cluster of 5 separate species, H12NO4 in total. Source: OMol25; level of theory: the ωB97M-V functional and the def2-TZVPD basis.

Atoms and positions in Å:
N (0.62, -0.47, 0.09)
H (0.90, 0.41, 0.45)
H (0.01, -0.93, 0.75)
H (1.55, -1.11, -0.02)
H (0.15, -0.25, -0.77)
H (-3.56, 0.90, -0.41)
H (-3.43, -0.19, 0.70)
O (-2.95, 0.26, -0.03)
H (-0.56, 2.70, 1.05)
H (0.81, 2.85, 0.34)
O (0.32, 2.31, 0.98)
H (3.22, -2.58, 0.74)
H (2.82, -2.15, 2.10)
O (2.61, -1.93, 1.19)
H (-1.44, 0.09, -1.92)
H (-0.52, 0.06, -3.11)
O (-0.55, 0.04, -2.14)

The value obtained for the orbital gap is 0.4580 Ha. For the energy relative to the best compared isomer or geometry (same formula, charge and spin), the calculation gives 20.4 kcal per mole. The value obtained for the HOMO energy is -0.564 hartree. The calculated total energy comes out at -362.68539 Ha. The net charge is +1.

Partial charges, Löwdin, in e: 0.27, 0.07, 0.14, 0.17, 0.02, 0.05, 0.07, -0.07, 0.06, 0.06, -0.05, 0.10, 0.07, -0.07, 0.00, 0.10, 0.00

=====

An isolated molecule of C2H4N4O. Source: OMol25; level of theory: the ωB97M-V functional and the def2-TZVPD basis.

Atoms and positions in Å:
N (2.17, 0.35, 0.15)
C (0.85, -0.02, 0.03)
N (0.48, -1.28, 0.02)
N (-0.90, -1.16, -0.03)
C (-1.22, 0.14, -0.01)
O (-2.49, 0.55, -0.02)
N (-0.16, 0.91, -0.01)
H (2.82, -0.37, -0.13)
H (2.39, 1.27, -0.22)
H (-1.46, -1.92, 0.31)
H (-2.46, 1.51, -0.02)

As for the structure (SMILES): Nc1n[nH]c(O)n1. The value obtained for the orbital gap is 0.3413 Ha. For the energy relative to the best compared isomer or geometry (same formula, charge and spin), the calculation gives 4.3 kcal per mole. The value obtained for the HOMO energy is -0.313 hartree. The calculated total energy comes out at -372.89351 Ha.

Partial charges, Löwdin, in e: 0.12, -0.50, 0.07, 0.06, -0.48, 0.11, 0.17, 0.09, 0.09, 0.15, 0.12